# 1
# C56H37F7NO16

A 9-piece molecular cluster, C56H37F7NO16 overall in a non-equilibrium geometry (ωB97M-V/def2-TZVPD, OMol25).

XYZ file:
```
117
Properties=species:S:1:pos:R:3:forces:R:3
F 0.50925 -3.79187 0.67220 -0.512 0.609 -1.415
C -0.35171 -3.62593 -0.39033 -0.655 -1.099 0.665
F -0.63498 -4.88773 -0.88789 0.573 1.670 0.358
C 0.18983 -2.65541 -1.51167 -0.526 -0.262 -0.896
F 1.50210 -2.83203 -1.83923 -1.378 0.353 0.710
F -0.54505 -2.96590 -2.66940 0.684 0.297 1.334
C -0.19479 -1.19308 -1.13220 -0.235 1.366 -0.051
C -1.54409 -0.76062 -1.47462 1.816 0.184 1.018
N -1.96096 0.50780 -1.13771 1.425 -0.496 0.499
C -1.14915 1.41143 -0.52177 2.361 0.032 0.677
C 0.22538 1.06153 -0.14802 -1.334 -1.884 -1.202
C 0.73301 -0.28128 -0.46208 -2.402 1.258 -0.397
C 2.20524 -0.62241 -0.08932 1.012 0.790 0.416
F 3.03616 -0.55920 -1.17395 -1.292 -0.261 1.403
F 2.37112 -1.79873 0.55611 -0.384 1.209 -0.953
F 2.63006 0.36524 0.79183 -0.387 -1.217 -1.007
H -1.30155 -3.18061 0.02262 0.808 -0.560 -0.476
H -2.28727 -1.40813 -1.98742 0.797 0.643 0.459
H -2.92609 0.76568 -1.38143 0.538 0.119 -0.082
H -1.49388 2.46908 -0.27264 -0.061 -1.913 -0.593
H 0.83930 1.82827 0.36787 -0.565 -0.750 -0.515
C -2.27757 1.29932 -7.09482 -0.115 0.152 0.068
C -2.72899 1.42802 -5.84785 0.014 0.013 0.020
C -2.48654 0.38289 -4.83322 -0.078 0.125 -0.203
O -2.90392 0.50301 -3.68947 0.059 -0.131 0.011
C -1.72203 -0.81365 -5.24997 0.006 -0.022 0.029
C -1.26925 -0.94573 -6.49477 0.057 -0.188 0.166
C -1.51192 0.10281 -7.51432 0.013 0.048 -0.223
O -1.09816 -0.01513 -8.64740 0.003 -0.003 0.164
H -2.44670 2.05564 -7.85312 -0.007 -0.010 -0.028
H -3.28964 2.29582 -5.52345 -0.010 -0.019 0.006
H -1.55361 -1.56901 -4.49224 0.002 -0.025 -0.041
H -0.70875 -1.81433 -6.81753 -0.006 0.016 -0.027
C -4.38958 4.54285 1.80215 -0.035 0.122 -0.049
C -4.85304 4.67372 3.04376 0.014 0.082 -0.187
C -4.62473 3.62202 4.06289 -0.108 0.049 0.278
O -5.04649 3.73716 5.19239 0.073 -0.037 -0.145
C -3.86068 2.42291 3.64639 0.063 -0.085 -0.157
C -3.39897 2.29447 2.40586 -0.230 0.020 -0.097
C -3.62849 3.34511 1.39228 -0.113 0.046 0.199
O -3.19954 3.22339 0.25350 -0.223 0.096 0.025
H -4.54617 5.29920 1.04336 0.019 -0.020 -0.013
H -5.41215 5.54383 3.36378 0.002 -0.027 0.033
H -3.70266 1.66592 4.40220 -0.047 0.027 0.000
H -2.84097 1.42726 2.08463 -0.011 0.045 0.043
C 5.01475 2.94812 1.27270 -0.230 -0.144 -0.031
C 3.75717 3.37795 1.20995 0.132 -0.062 0.005
C 3.43054 4.81590 1.30538 -0.090 0.122 -0.008
O 2.27662 5.20366 1.24866 0.109 -0.228 0.124
C 4.55384 5.76287 1.47189 0.130 0.039 0.006
C 5.81392 5.33645 1.53526 -0.158 0.166 0.008
C 6.14254 3.89522 1.43970 0.309 0.002 0.010
O 7.28802 3.50430 1.49497 -0.163 0.004 -0.005
H 5.27179 1.89834 1.20503 0.052 0.017 -0.003
H 2.92188 2.70203 1.08757 0.008 0.042 0.026
H 4.29460 6.81195 1.53894 -0.032 -0.015 -0.005
H 6.64855 6.01498 1.65760 0.021 -0.046 -0.009
C -0.69332 -0.65968 6.34577 -0.205 0.146 -0.040
C -1.19090 0.14982 5.41262 0.010 -0.038 0.052
C -0.52278 0.31423 4.10311 0.068 0.047 -0.057
O -0.97672 1.05781 3.24649 0.262 -0.290 0.116
C 0.71876 -0.45576 3.86845 0.022 -0.073 0.046
C 1.21844 -1.26602 4.79978 0.086 0.060 -0.270
C 0.54981 -1.43152 6.11190 0.110 -0.214 0.250
O 1.00111 -2.16853 6.95912 -0.053 0.120 -0.120
H -1.16845 -0.79139 7.30963 0.036 -0.025 0.005
H -2.09749 0.71961 5.56811 0.038 0.015 0.033
H 1.19376 -0.32301 2.90417 0.010 0.033 0.021
H 2.12595 -1.83601 4.64463 -0.022 -0.027 0.047
C 0.62686 -6.66072 2.08829 -0.022 -0.052 -0.154
C 0.97714 -7.70283 1.33802 -0.065 0.214 -0.040
C 1.39572 -8.98503 1.95260 0.081 -0.286 -0.018
O 1.71691 -9.93453 1.26860 -0.044 0.149 0.018
C 1.40740 -9.06101 3.43097 -0.008 0.103 0.124
C 1.05683 -8.01764 4.18058 0.209 0.072 -0.153
C 0.63898 -6.73838 3.56673 0.005 0.022 0.146
O 0.31580 -5.78376 4.24958 -0.005 -0.020 -0.111
H 0.31946 -5.71749 1.65866 0.009 -0.106 0.092
H 0.97343 -7.66394 0.25559 0.010 -0.048 0.002
H 1.71469 -10.00463 3.86311 -0.030 -0.003 -0.017
H 1.06061 -8.05578 5.25823 0.018 0.064 -0.077
C 1.36279 7.40298 -4.15455 0.166 -0.114 -0.071
C 2.40785 6.64321 -3.83107 -0.057 0.049 -0.171
C 2.65527 6.23605 -2.42915 0.132 -0.052 0.022
O 3.60971 5.54338 -2.13104 -0.115 0.010 0.020
C 1.69813 6.70318 -1.40173 -0.129 0.109 0.117
C 0.65258 7.46310 -1.72461 0.110 -0.113 0.080
C 0.40349 7.87111 -3.12647 -0.212 0.178 -0.026
O -0.54964 8.56128 -3.42260 0.094 -0.107 0.011
H 1.16582 7.71137 -5.17360 -0.030 0.033 0.022
H 3.11808 6.29168 -4.56921 0.025 -0.003 0.035
H 1.89903 6.39224 -0.38326 -0.055 0.076 -0.113
H -0.05710 7.81432 -0.98588 -0.006 0.034 -0.034
C -0.45962 3.15590 -10.28923 0.109 -0.114 -0.052
C 0.63851 3.54897 -10.93223 -0.112 -0.150 0.082
C 0.93817 4.98576 -11.13344 0.229 0.067 -0.161
O 1.93654 5.34491 -11.72012 -0.114 -0.036 0.092
C -0.02981 5.96759 -10.59057 -0.173 0.073 0.110
C -1.12755 5.57378 -9.94778 0.040 0.148 -0.028
C -1.42552 4.13825 -9.74743 -0.059 -0.029 -0.030
O -2.42804 3.77788 -9.15788 0.094 0.068 0.023
H -0.69557 2.10980 -10.13327 -0.031 0.000 0.015
H 1.35616 2.84499 -11.33442 0.012 0.040 -0.021
H 0.20525 7.01295 -10.74610 0.032 -0.019 -0.029
H -1.84583 6.27721 -9.54541 -0.022 -0.036 0.001
C -1.27754 -8.38500 7.72808 -0.103 0.118 0.074
C -1.72430 -8.26549 8.97662 0.008 0.097 -0.201
C -1.44494 -9.30422 9.99528 -0.088 0.005 0.269
O -1.85318 -9.19698 11.13206 0.045 0.000 -0.140
C -0.64845 -10.47911 9.57136 0.116 -0.126 -0.137
C -0.20193 -10.59786 8.32237 0.010 -0.075 0.152
C -0.48167 -9.55955 7.30543 0.038 -0.095 -0.102
O -0.07260 -9.66577 6.16438 -0.187 -0.166 0.346
H -1.47245 -7.63624 6.97010 0.031 -0.017 -0.024
H -2.30685 -7.41330 9.30321 0.005 -0.028 0.044
H -0.45322 -11.22779 10.32862 -0.029 0.030 0.025
H 0.38076 -11.44983 7.99519 -0.005 0.024 -0.038
```
Positions in Å, forces in eV/Å.

Computed properties:
E_HOMO ... -11.46 eV
Charge ... +1
Multiplicity ... 1
Energy ... -111928.22286 eV
LUMO energy ... -4.98 eV
Frontier orbital gap ... 6.5 eV

# 2
# C59H54Br2F5Ge2NOPdS4

C59H54Br2F5Ge2NOPdS4 as an isolated structure (ωB97M-V/def2-TZVPD, OMol25).

XYZ file:
```
129
Properties=species:S:1:pos:R:3:forces:R:3
Pd -0.37916 -0.27282 -0.23012 0.064 0.357 -0.213
C -3.96007 -5.05474 -0.71504 -0.011 -0.042 0.013
C -4.25606 -3.99361 -1.73806 0.017 0.014 -0.018
C -4.02759 -4.21573 -3.09031 0.007 -0.015 0.018
C -4.18645 -3.20817 -4.03011 0.033 -0.001 0.021
C -3.89007 -3.47639 -5.48259 0.004 0.015 -0.002
C -4.58698 -1.93848 -3.59856 0.012 0.001 -0.040
C -4.92743 -1.72270 -2.26054 0.015 -0.009 -0.007
C -5.50971 -0.42127 -1.77511 0.032 0.034 -0.029
C -4.73379 -2.75283 -1.34666 -0.032 -0.002 0.013
C -4.64531 -0.81307 -4.57814 0.013 -0.005 0.045
C -5.80008 -0.67284 -5.34160 0.014 0.001 -0.003
C -5.93336 0.37195 -6.23931 0.000 0.018 -0.005
C -4.90344 1.28632 -6.36192 -0.001 -0.018 -0.022
C -3.73408 1.16393 -5.60973 0.054 -0.005 0.037
C -3.57823 0.09737 -4.70976 -0.088 0.034 -0.097
Ge -1.91106 -0.15433 -3.63883 -0.095 -0.051 -0.030
S -2.11747 0.55631 -1.61798 0.001 0.092 0.089
S -1.11956 -2.24753 -3.79456 -0.067 -0.064 -0.025
Ge 0.80240 -1.07722 -3.76533 0.007 -0.123 -0.056
S 1.48160 -0.72510 -1.77457 -0.011 0.042 0.146
S -0.13879 0.73781 -4.71348 0.031 0.112 -0.070
C 2.19216 -1.91518 -4.91204 0.029 -0.079 -0.040
C 3.21467 -1.12875 -5.46638 0.087 0.032 0.058
C 4.22643 -1.70973 -6.22536 -0.018 0.018 -0.027
C 4.24559 -3.07625 -6.44830 -0.015 -0.014 0.029
C 3.25070 -3.86315 -5.89467 0.000 0.022 -0.034
C 2.23208 -3.30163 -5.12408 -0.019 -0.040 0.013
C 1.23956 -4.26884 -4.55381 -0.009 0.033 -0.054
C 1.34650 -4.71789 -3.23942 -0.031 -0.010 0.004
C 2.37232 -4.18721 -2.27463 0.022 -0.028 0.010
C 0.45183 -5.68980 -2.78494 0.061 -0.062 -0.003
C -0.51705 -6.23380 -3.60558 0.011 0.031 -0.024
C -1.43694 -7.31729 -3.10918 -0.020 -0.007 0.020
C -0.61776 -5.75958 -4.91253 -0.031 0.031 -0.009
C 0.23352 -4.77977 -5.39243 0.036 -0.009 0.018
C 0.04067 -4.22055 -6.77639 -0.012 0.010 -0.006
C 3.27474 0.34688 -5.23494 -0.085 -0.023 -0.066
C 3.87357 0.86380 -4.08845 0.010 -0.017 0.053
C 4.53817 -0.00928 -3.05687 0.064 0.024 -0.003
C 3.85926 2.24429 -3.88641 -0.010 0.010 0.011
C 3.28222 3.10884 -4.79625 -0.022 -0.013 -0.028
C 3.20179 4.58606 -4.52189 0.012 0.027 -0.017
C 2.73131 2.57417 -5.95910 -0.018 0.002 0.010
C 2.71429 1.21021 -6.19112 -0.004 0.024 0.056
C 2.04976 0.66382 -7.42596 0.021 -0.015 -0.047
C -2.72587 2.25057 -5.82588 -0.010 -0.019 -0.010
C -2.61762 3.30995 -4.92870 0.008 0.047 0.006
C -3.38261 3.35589 -3.63247 -0.006 0.001 -0.009
C -1.76350 4.37180 -5.24010 -0.042 0.012 -0.015
C -1.03871 4.40767 -6.41584 0.006 -0.017 0.002
C -0.18067 5.59306 -6.77062 0.036 0.009 0.028
C -1.13656 3.32139 -7.28387 0.002 0.002 -0.013
C -1.96023 2.24517 -7.00509 -0.026 -0.005 0.033
C -1.99317 1.05643 -7.92649 0.030 -0.010 0.009
H -3.54948 -5.94986 -1.18579 -0.007 0.013 0.012
H -4.85850 -5.34094 -0.16116 0.009 0.014 -0.001
H -3.22531 -4.68682 0.00210 0.044 0.000 0.012
H -3.65841 -5.18226 -3.41558 0.000 -0.011 -0.014
H -3.57889 -4.51309 -5.61987 0.005 0.004 0.005
H -3.08175 -2.83476 -5.83983 0.002 0.014 0.011
H -4.76491 -3.28823 -6.11069 0.008 -0.005 0.004
H -5.70881 0.27107 -2.59238 -0.005 -0.020 -0.001
H -4.81864 0.06696 -1.09048 0.010 0.007 0.015
H -6.44988 -0.60965 -1.24932 0.015 0.003 0.008
H -4.93089 -2.56140 -0.29591 0.004 -0.005 -0.011
H -6.60153 -1.39103 -5.20614 0.005 -0.001 -0.011
H -6.83714 0.48121 -6.82797 0.000 0.001 0.005
H -4.99153 2.12384 -7.04592 -0.006 -0.003 0.003
H 5.00825 -1.07381 -6.62709 -0.013 -0.001 -0.010
H 5.03861 -3.52664 -7.03432 -0.004 0.001 -0.001
H 3.25239 -4.93736 -6.04495 0.011 0.000 0.009
H 3.14916 -3.60691 -2.77090 0.000 -0.012 0.000
H 2.84336 -5.00978 -1.73130 -0.009 -0.005 0.020
H 1.89722 -3.52002 -1.55097 0.001 -0.012 -0.019
H 0.52435 -6.01694 -1.75259 0.029 0.016 -0.176
H -1.31526 -7.47180 -2.03638 0.002 0.010 -0.004
H -1.23552 -8.26704 -3.61261 0.015 0.001 0.007
H -2.48378 -7.06953 -3.29583 0.002 0.005 -0.006
H -1.39597 -6.14633 -5.56500 -0.009 -0.001 0.003
H -0.82305 -4.68081 -7.25857 0.008 -0.006 -0.001
H 0.91759 -4.37158 -7.41027 -0.007 0.003 0.016
H -0.13777 -3.14323 -6.71597 -0.001 0.004 0.001
H 4.42658 -1.06819 -3.28050 0.002 0.004 0.006
H 4.09318 0.15835 -2.07602 0.021 0.015 -0.033
H 5.60661 0.22128 -3.00493 0.011 -0.004 -0.008
H 4.28716 2.63936 -2.96986 -0.005 -0.006 -0.006
H 3.70233 4.83837 -3.58652 0.005 -0.003 -0.011
H 2.16008 4.90198 -4.43772 -0.026 0.002 -0.003
H 3.66113 5.17092 -5.32337 -0.011 -0.011 -0.003
H 2.25502 3.23243 -6.67958 -0.007 0.023 0.000
H 1.64960 1.47844 -8.03187 -0.006 -0.011 0.003
H 1.22089 0.00460 -7.15725 0.017 0.019 0.017
H 2.74858 0.08408 -8.03382 0.003 -0.002 -0.007
H -4.19773 2.63459 -3.60725 -0.006 0.011 -0.015
H -3.79737 4.35367 -3.47101 0.023 0.002 0.015
H -2.72535 3.11213 -2.79435 -0.008 -0.006 -0.006
H -1.68438 5.19709 -4.53826 0.001 -0.009 -0.006
H -0.15330 6.31681 -5.95517 -0.004 -0.008 0.003
H -0.56252 6.10246 -7.65953 -0.005 -0.006 0.009
H 0.84689 5.29416 -6.98539 0.030 -0.033 0.004
H -0.54769 3.31186 -8.19737 0.003 0.000 0.012
H -1.29638 1.19267 -8.75484 -0.006 0.006 0.001
H -2.99047 0.87732 -8.33295 0.007 0.005 0.006
H -1.69779 0.15913 -7.37538 -0.003 -0.001 -0.002
Br -0.22399 -5.86714 0.78899 -0.127 -0.025 0.199
C 0.82957 -4.47053 1.47849 -0.023 0.156 -0.044
C 1.82662 -4.75116 2.35346 0.082 0.048 0.047
C 2.60286 -3.68135 2.83411 -0.030 -0.052 -0.025
Br 3.97117 -4.15508 4.06058 0.025 0.002 0.021
C 2.43057 -2.32705 2.45747 -0.030 -0.082 -0.021
C 3.23236 -1.28061 2.92591 -0.012 0.107 -0.040
C 2.97263 0.02928 2.43682 0.063 -0.063 0.056
C 1.95491 0.22334 1.56218 -0.089 -0.023 -0.111
N 1.13385 -0.77729 1.11321 0.060 -0.047 0.181
C 1.37004 -2.04827 1.53671 -0.021 0.005 -0.050
C 0.51879 -3.10371 1.02660 0.019 0.054 0.004
O -0.42942 -2.89406 0.24868 0.015 -0.312 0.070
H 2.03465 -5.76005 2.67706 -0.016 -0.006 -0.010
H 4.03336 -1.47125 3.62320 0.000 -0.007 0.000
H 3.57531 0.87172 2.74839 0.004 -0.006 0.000
H 1.73100 1.20207 1.16174 -0.001 0.011 0.028
F -1.38163 -0.78954 2.35944 0.052 0.001 -0.028
C -1.40784 0.24925 1.43616 -0.248 -0.107 0.149
F -0.76322 1.30164 2.08238 0.052 0.011 -0.018
C -2.88829 0.68143 1.50655 0.088 -0.041 0.012
F -3.26904 0.89090 2.79191 -0.042 0.019 0.080
F -3.12785 1.82986 0.86476 0.000 0.018 -0.051
F -3.70931 -0.26013 1.02625 -0.015 -0.017 -0.028
```
Positions in Å, forces in eV/Å.

Computed properties:
E_HOMO (alpha / beta) ... -0.55 / -2.57 eV
Charge ... -2
Multiplicity ... 3
Energy relative to the best compared isomer or geometry (same formula, charge and spin) ... 90.41 kJ/mol
Energy ... -379132.35906 eV
LUMO energy (alpha / beta) ... 3.71 / 2.98 eV
Frontier orbital gap (alpha / beta) ... 4.3 / 5.6 eV